This record from the OMol25 dataset describes a single C3H6OS2 molecule at a distorted geometry. The level of theory is wB97M-V/def2-TZVPD.

```
12
Properties=species:S:1:pos:R:3:mulliken_charge:R:1
O -2.206 1.192 0.589 -0.54
C -1.164 0.466 0.155 -0.22
C 0.101 0.112 1.122 -0.28
S 0.450 -1.592 0.788 -0.31
C 0.163 0.994 -0.254 -0.18
S 1.069 0.392 -1.599 -0.20
H -2.301 0.615 1.649 0.43
H -1.407 -0.527 -0.496 0.25
H 0.236 0.726 1.989 0.48
H 1.823 -1.969 0.759 0.14
H 0.163 2.130 -0.265 0.32
H 0.223 -0.752 -1.515 0.11
```

Computed properties:
Orbital gap (eV): 9.07
HOMO (eV): -8.782
ΔE to the lowest compared entry with this formula, charge and spin (kJ/mol): 399.3
2S+1: 1
F_max (eV/Å): 6.2
SMILES: O[C@@H]1[C@@H](S)[C@H]1S